DFT (the ωB97M-V functional and the def2-TZVPD basis) results for a structure of composition C10H12BrNPTl at a distorted geometry.

Geometry (Å):
C: -1.04 1.02 -0.43
C: -0.41 2.24 -0.18
C: 0.87 2.26 -0.80
C: 1.10 1.04 -1.50
C: 0.02 0.19 -1.35
Tl: -1.57 -2.54 0.73
P: 1.11 -3.10 0.09
H: -2.03 0.68 -0.13
H: -0.83 3.05 0.41
H: 1.57 3.09 -0.74
H: -0.15 -0.82 -1.74
H: 2.00 0.82 -2.08
H: 2.03 -2.11 -0.42
H: 1.33 -4.13 -0.88
H: 1.90 -3.63 1.17
Br: -2.01 1.63 5.21
C: -0.80 0.87 3.96
C: 0.38 1.54 3.61
C: 1.23 0.97 2.67
C: 0.87 -0.26 2.12
N: -0.25 -0.90 2.45
C: -1.08 -0.37 3.37
H: 0.60 2.50 4.07
H: 2.14 1.45 2.34
H: 1.51 -0.74 1.38
H: -1.97 -0.94 3.63

Computed properties:
HOMO   -0.2039 Eh
Gap between HOMO and LUMO   4.66 eV
Relative energy (zero: lowest compared OMol25 entry of this formula, charge and spin)   0.0 kcal/mol